Entry i
ORCA calculation (ωB97M-V/def2-TZVPD) on a single C22H25N3O3 molecule.

Output
SMILES = CCCCCCn1c(=O)c(C(=O)Nc2cccc(C)n2)c(O)c2ccccc21

The geometry in ORCA input format:
```
! wB97M-V def2-TZVPD RIJCOSX def2/J DEFGRID3
* xyz 0 1
C -0.890 -3.157 -2.340
C -1.098 -1.757 -1.939
C -2.490 -1.524 -1.354
C -2.860 -2.530 -0.130
C -1.887 -2.563 0.893
C -2.072 -1.219 1.970
N -1.822 -0.019 1.374
C -0.456 0.296 1.094
O 0.456 -0.678 1.418
C -0.021 1.523 0.144
C 1.363 1.793 0.027
O 1.799 3.002 -0.714
N 2.286 0.983 0.443
C 3.646 0.947 0.065
C 4.485 1.997 -0.482
C 5.773 2.009 -0.802
C 6.326 0.765 0.139
C 5.589 -0.141 0.630
C 6.225 -1.535 1.232
N 4.163 -0.034 0.816
C -0.960 2.540 -0.070
O -0.739 3.510 -0.733
C -2.343 2.003 0.068
C -3.454 3.201 -0.304
C -4.735 3.055 0.062
C -4.997 1.621 0.662
C -4.138 0.775 0.961
C -2.741 1.007 0.710
H -0.866 -3.809 -1.643
H 0.043 -3.131 -2.987
H -1.518 -3.435 -3.219
H -1.160 -0.965 -2.883
H -0.626 -1.373 -1.162
H -2.737 -0.676 -1.035
H -3.253 -2.028 -2.052
H -3.028 -3.478 -0.503
H -3.763 -2.340 0.256
H -2.163 -3.279 1.745
H -0.945 -2.596 0.690
H -2.913 -1.144 2.551
H -1.400 -1.144 2.944
H 1.929 -0.016 0.800
H 3.901 2.649 -0.871
H 6.400 2.771 -1.071
H 7.380 0.549 0.021
H 5.417 -1.987 1.559
H 6.897 -1.265 1.793
H 6.721 -2.037 0.407
H 0.340 3.798 -0.824
H -3.002 4.015 -0.868
H -5.434 3.586 0.015
H -6.095 1.498 0.876
H -4.536 -0.033 1.617
*
```

Entry ii
ORCA calculation (ωB97M-V/def2-TZVPD) on a single C22H25N3O3 molecule.

Output
SMILES = CO[C@H](c1ccccc1)c1nnc(CCC(=O)NCCCc2ccccc2)o1

The geometry in ORCA input format:
```
! wB97M-V def2-TZVPD RIJCOSX def2/J DEFGRID3
* xyz 0 1
C -1.134 2.323 4.870
O -0.119 2.526 3.917
C -0.559 2.326 2.596
C -0.831 0.872 2.244
C -1.811 0.546 1.317
C -1.990 -0.772 0.937
C -1.191 -1.766 1.479
C -0.212 -1.442 2.402
C -0.026 -0.124 2.780
C 0.522 2.716 1.651
N 0.371 3.304 0.510
N 1.578 3.296 -0.094
C 2.403 2.705 0.710
C 3.829 2.389 0.463
C 4.000 1.767 -0.930
C 3.237 0.448 -1.019
O 3.750 -0.619 -0.752
N 1.948 0.576 -1.397
C 1.086 -0.561 -1.628
C 0.628 -0.601 -3.086
C 0.021 -1.952 -3.475
C -1.250 -2.273 -2.740
C -1.313 -3.342 -1.856
C -2.500 -3.667 -1.222
C -3.640 -2.918 -1.454
C -3.586 -1.842 -2.325
C -2.401 -1.527 -2.965
O 1.790 2.309 1.843
H -1.965 3.021 4.712
H -1.521 1.299 4.835
H -0.681 2.510 5.841
H -1.444 2.943 2.375
H -2.423 1.327 0.889
H -2.746 -1.027 0.211
H -1.331 -2.790 1.172
H 0.417 -2.213 2.822
H 0.743 0.147 3.488
H 4.421 3.305 0.527
H 4.168 1.696 1.234
H 5.056 1.554 -1.095
H 3.643 2.467 -1.684
H 1.574 1.494 -1.588
H 1.679 -1.448 -1.389
H 0.222 -0.524 -0.954
H -0.097 0.198 -3.259
H 1.495 -0.415 -3.724
H -0.189 -1.936 -4.548
H 0.758 -2.736 -3.289
H -0.427 -3.933 -1.671
H -2.538 -4.513 -0.549
H -4.568 -3.172 -0.961
H -4.472 -1.253 -2.513
H -2.372 -0.698 -3.658
*
```

If we sort the structures by their calculated energies, the order from most to least stable is entry ii, entry i.

Entry i
ORCA calculation (ωB97M-V/def2-TZVPD) on an isolated ion of composition C5H10NO and charge -1.

Output
SMILES = C=C(N)CCC[O-]

The geometry in ORCA input format:
```
! wB97M-V def2-TZVPD RIJCOSX def2/J DEFGRID3
* xyz -1 1
C 0.254 2.455 -0.106
C 0.476 1.140 -0.257
N 1.745 0.567 -0.122
C -0.622 0.234 -0.579
C -0.775 -0.668 0.641
C -0.356 -2.109 0.169
O 0.775 -2.112 -0.576
H 1.077 3.170 0.033
H -0.582 3.048 -0.263
H 1.662 -0.506 -0.354
H 2.276 0.603 0.705
H -0.562 -0.394 -1.478
H -1.584 0.903 -0.943
H -0.406 -0.306 1.669
H -1.863 -0.709 0.886
H -0.313 -2.812 1.036
H -1.203 -2.503 -0.462
*
```

Entry ii
ORCA calculation (ωB97M-V/def2-TZVPD) on an isolated ion of composition C5H10NO and charge -1.

Output
SMILES = N/C=C/CCC[O-]

The geometry in ORCA input format:
```
! wB97M-V def2-TZVPD RIJCOSX def2/J DEFGRID3
* xyz -1 1
N -1.910 -1.038 -2.312
C -0.752 -0.323 -1.764
C -0.064 -0.569 -0.663
C 1.222 0.209 -0.265
C 0.920 0.990 1.042
C 0.106 0.179 2.174
O 0.177 0.675 3.418
H -2.664 -0.392 -2.136
H -2.011 -1.786 -1.634
H -0.345 0.434 -2.433
H -0.049 -1.453 -0.034
H 1.981 -0.570 -0.384
H 1.403 0.941 -1.064
H 0.370 1.898 0.779
H 1.908 1.371 1.359
H 0.654 -0.784 2.109
H -0.944 0.220 1.807
*
```

If we sort the structures by their calculated energies, the order from most to least stable is entry i, entry ii.

Entry i
ORCA calculation (ωB97M-V/def2-TZVPD) on a 2-piece molecular cluster, C3H10N2O2 overall.

Output
<S²> = 0.76

The geometry in ORCA input format:
```
! wB97M-V def2-TZVPD RIJCOSX def2/J DEFGRID3
* xyz 1 2
O -1.803 -0.249 2.535
C -1.461 -0.154 1.389
C -1.222 -1.411 0.599
N -0.201 -1.305 -0.422
C 1.127 -0.962 0.020
N 1.854 -2.120 0.302
H -0.959 0.803 1.123
H -2.257 -1.653 0.319
H -1.154 -2.306 1.258
H -0.209 -2.194 -0.916
H 1.604 -0.323 -0.740
H 1.075 -0.306 0.906
H 1.437 -2.797 0.940
H 2.860 -2.231 0.267
H -0.265 5.883 -3.310
H -0.363 5.954 -1.777
O -0.062 5.373 -2.494
*
```

Entry ii
ORCA calculation (ωB97M-V/def2-TZVPD) on a 2-piece molecular cluster, C3H10N2O2 overall.

Output
<S²> = 0.76

The geometry in ORCA input format:
```
! wB97M-V def2-TZVPD RIJCOSX def2/J DEFGRID3
* xyz 1 2
O -1.129 -2.047 1.070
C -1.255 -1.044 0.420
N -0.060 -0.310 0.161
C 1.015 -0.364 1.085
N 2.254 -0.067 0.447
C -2.544 -0.390 0.057
H -0.044 0.496 -0.489
H 0.951 -1.352 1.584
H 0.786 0.402 1.857
H 3.015 -0.543 0.938
H 2.290 -0.456 -0.487
H -3.139 -0.301 0.964
H -3.103 -0.911 -0.729
H -2.404 0.623 -0.330
H 1.713 1.966 -1.639
H 0.658 2.554 -2.655
O 0.997 1.745 -2.256
*
```

If we sort the structures by their calculated energies, the order from most to least stable is entry ii, entry i.

Entry i
ORCA calculation (ωB97M-V/def2-TZVPD) on a single C2H7NS molecule.

Output
SMILES = CSCN

The geometry in ORCA input format:
```
! wB97M-V def2-TZVPD RIJCOSX def2/J DEFGRID3
* xyz 0 1
C 1.135 1.446 -0.197
S -0.317 0.962 0.779
C -0.838 -0.484 -0.220
N -0.664 -1.791 0.439
H 1.514 2.351 0.270
H 0.783 1.637 -1.207
H 1.914 0.691 -0.238
H -0.130 -0.489 -1.044
H -1.855 -0.497 -0.588
H -1.545 -2.108 0.806
H 0.002 -1.718 1.200
*
```

Entry ii
ORCA calculation (ωB97M-V/def2-TZVPD) on a 2-piece molecular cluster, C2H7NS overall.

The geometry in ORCA input format:
```
! wB97M-V def2-TZVPD RIJCOSX def2/J DEFGRID3
* xyz 0 1
C -0.109 -0.238 -0.349
C 0.857 -1.122 0.226
N -1.487 -0.264 0.096
H 0.249 0.079 -1.328
H 1.648 -1.745 -0.166
H 0.733 -0.915 1.295
H -1.256 -0.576 1.039
H 0.349 0.759 0.139
H -2.116 -0.961 -0.285
S -0.124 2.590 -0.424
H 1.256 2.393 -0.244
*
```

Entry iii
ORCA calculation (ωB97M-V/def2-TZVPD) on a 2-piece molecular cluster, C2H7NS overall.

Output
SMILES = C=NC.S

The geometry in ORCA input format:
```
! wB97M-V def2-TZVPD RIJCOSX def2/J DEFGRID3
* xyz 0 1
C 0.363 -1.601 -1.318
N -0.092 -0.616 -0.641
C -0.263 -0.910 0.798
H 0.338 -2.573 -0.811
H 0.998 -1.362 -2.174
H -1.304 -1.013 1.073
H 0.283 -1.712 1.306
H 0.279 -0.070 1.263
S -0.625 3.697 0.380
H 0.723 3.713 0.257
H -0.700 2.446 -0.134
*
```

If we sort the structures by their calculated energies, the order from most to least stable is entry i, entry iii, entry ii.

Entry i
ORCA calculation (ωB97M-V/def2-TZVPD) on a 3-piece molecular cluster, C5H10N2 overall.

The geometry in ORCA input format:
```
! wB97M-V def2-TZVPD RIJCOSX def2/J DEFGRID3
* xyz 0 1
C 1.747 -0.205 0.825
C 1.271 -0.666 -0.521
N 0.271 -1.732 -0.649
C -0.063 -0.387 -1.070
C -0.976 0.263 -0.173
C -2.193 0.727 0.100
N -1.449 0.211 1.242
H 2.445 -0.923 1.268
H 0.938 -0.049 1.545
H 2.277 0.745 0.718
H 2.031 -0.742 -1.294
H -0.097 -1.943 0.277
H -0.227 -0.229 -2.127
H 0.220 2.530 -0.756
H -1.247 2.467 -0.475
H -3.179 0.683 -0.285
H -1.770 -0.750 1.374
*
```

Entry ii
ORCA calculation (ωB97M-V/def2-TZVPD) on C5H10N2 as an isolated structure.

The geometry in ORCA input format:
```
! wB97M-V def2-TZVPD RIJCOSX def2/J DEFGRID3
* xyz 0 1
C -0.320 -0.002 2.501
C 1.395 0.327 -1.535
N 0.147 0.188 1.163
C 0.276 -0.871 0.395
C 0.525 -0.790 -1.042
C -1.541 0.785 -1.064
N -1.192 -0.406 -0.848
H 0.070 -1.879 0.781
H 0.574 -1.748 -1.557
H -0.427 -1.059 2.796
H -1.278 0.517 2.635
H 0.404 0.470 3.178
H -0.933 1.668 -0.873
H -2.526 0.922 -1.500
H 1.475 1.162 -0.840
H 2.394 -0.037 -1.744
H 0.956 0.752 -2.448
*
```

Entry iii
ORCA calculation (ωB97M-V/def2-TZVPD) on a single C5H10N2 molecule.

Output
SMILES = C[C@H]1N[C@H]1[C@H]1CN1

The geometry in ORCA input format:
```
! wB97M-V def2-TZVPD RIJCOSX def2/J DEFGRID3
* xyz 0 1
C -2.061 -0.190 0.082
C -1.082 -0.263 -1.068
N -0.152 0.833 -1.362
C 0.381 -0.446 -0.895
C 1.050 -0.602 0.444
C 2.113 0.354 0.833
N 0.834 0.333 1.539
H -2.920 0.432 -0.192
H -1.622 0.218 0.997
H -2.437 -1.190 0.325
H -1.519 -0.680 -1.975
H -0.170 1.522 -0.611
H 0.906 -0.989 -1.682
H 1.153 -1.638 0.764
H 2.966 0.043 1.431
H 2.314 1.153 0.121
H 0.247 1.112 1.252
*
```

If we sort the structures by their calculated energies, the order from most to least stable is entry iii, entry ii, entry i.